Run A
DFT (ωB97M-V/def2-TZVPD) results for one molecule with the formula C3H6N2OS.

Summary:
- HOMO level (eV) = -8.63
- Kohn-Sham gap (eV) = 9.17
- SMILES = [H]/N=C1/NS[C@H](C)O1

```
13
Properties=species:S:1:pos:R:3:nbo_charge:R:1
H -2.855 0.604 -0.642 0.3635
N -2.583 -0.193 -0.053 -0.7290
C -1.347 -0.360 -0.106 0.6733
N -0.606 -1.381 0.525 -0.7863
S 0.836 -1.682 -0.376 0.3875
C 0.877 0.079 -0.669 -0.0642
C 1.446 0.912 0.516 -0.6450
O -0.500 0.484 -0.790 -0.5082
H -1.190 -2.171 0.746 0.4190
H 1.386 0.315 -1.605 0.2195
H 1.050 1.914 0.376 0.2220
H 0.953 0.518 1.412 0.2251
H 2.533 0.962 0.666 0.2230
```

---

Run B
DFT (ωB97M-V/def2-TZVPD) results for one molecule with the formula C3H6N2OS.

Summary:
- HOMO level (eV) = -7.42
- Kohn-Sham gap (eV) = 8.13

```
13
Properties=species:S:1:pos:R:3:nbo_charge:R:1
C -0.174 -1.716 0.341 0.0203
C -0.290 0.583 0.499 0.1969
C -0.275 0.873 -0.979 -0.7058
N 1.257 -1.462 0.169 -0.1752
N 1.666 -0.353 0.230 -0.1012
O -0.741 -0.625 0.905 -0.4962
S -0.164 1.884 1.733 0.0551
H -0.571 -1.815 -0.704 0.1797
H -0.290 -2.581 0.981 0.2132
H 0.622 1.458 -1.154 0.2432
H -1.310 1.321 -1.320 0.2171
H -0.336 -0.088 -1.590 0.2248
H 0.605 2.521 0.888 0.1281
```

---

How far above the most stable structure does each one sit? In eV: run A 0.000; run B 2.857.

---

Run A
DFT (ωB97M-V/def2-TZVPD) results for an isolated ion of composition C4H10N2O2 and charge +1.

Summary:
- HOMO level (alpha / beta) (eV) = -14.20 / -14.14
- Kohn-Sham gap (alpha / beta) (eV) = 11.18 / 5.95
- net charge = +1
- 2S+1 = 2
- <S²> = 0.75

```
18
Properties=species:S:1:pos:R:3:nbo_charge:R:1
O -1.186 1.806 -0.363 -0.5117
C -0.347 1.266 0.309 0.6812
N -0.801 0.854 1.600 -0.6277
C -0.730 -0.621 1.857 0.0922
O -1.648 -1.136 0.889 -0.7366
C 1.050 0.804 -0.079 -0.4049
N 1.032 0.659 -1.485 -0.1012
C 0.844 -0.723 -2.025 -0.4677
H -1.717 1.252 1.757 0.4188
H -1.090 -0.933 2.827 0.2092
H 0.302 -0.887 1.673 0.1486
H -1.587 -2.101 0.840 0.4850
H 1.451 -0.103 0.382 0.2596
H 1.744 1.536 0.407 0.3230
H 0.427 1.327 -1.969 0.4366
H -0.019 -0.719 -2.706 0.2683
H 1.634 -0.939 -2.749 0.2858
H 0.642 -1.342 -1.164 0.2417
```

---

Run B
DFT (ωB97M-V/def2-TZVPD) results for a 2-piece molecular cluster, C4H10N2O2 overall.

Summary:
- HOMO level (alpha / beta) (eV) = -13.48 / -13.45
- Kohn-Sham gap (alpha / beta) (eV) = 9.47 / 4.77
- net charge = +1
- 2S+1 = 2
- <S²> = 0.77

```
18
Properties=species:S:1:pos:R:3:nbo_charge:R:1
C 1.026 3.338 -1.188 -0.7178
C 1.170 2.138 -0.296 0.7080
O 0.687 1.034 -0.575 -0.7097
N 2.019 2.145 0.790 -0.8020
H 0.696 3.008 -2.186 0.2591
H 2.057 3.728 -1.315 0.2454
H 1.958 1.517 1.570 0.4008
H 2.279 3.076 1.105 0.3888
H 0.351 4.059 -0.751 0.2526
C -1.705 -3.495 0.938 -0.7045
C -1.352 -2.211 0.248 0.6453
O -2.106 -1.447 -0.344 -0.1496
N -0.080 -1.660 0.233 -0.5689
H 0.081 -0.820 -0.342 0.4785
H 0.676 -1.763 0.907 0.4357
H -2.778 -3.525 0.956 0.2758
H -1.214 -3.582 1.885 0.2730
H -1.382 -4.345 0.330 0.2895
```

---

How far above the most stable structure does each one sit? In eV: run A 1.327; run B 0.000.